Here is a structure of composition C15H17ErIN5O9 from the Open Molecules 2025 dataset. Energies are from the ωB97M-V functional and the def2-TZVPD basis.

Output
total charge	0
gap between HOMO and LUMO (alpha / beta)	8.489 / 8.488	eV
multiplicity	4
ΔE to the lowest compared entry with this formula, charge and spin	8.1	kJ/mol

Each line ends with the natural charge from an NBO analysis.
CARTESIAN COORDINATES (ANGSTROEM)
Er -0.504 0.185 0.852  1.85
O -1.750 -0.770 4.893  -0.64
C -1.121 -0.529 3.696  0.83
O -1.704 0.047 2.764  -0.62
C 0.355 -0.764 3.757  -0.18
O 0.902 -0.963 2.497  -0.54
C 1.088 -2.321 2.031  -0.20
C -0.182 -2.878 1.353  0.76
O -0.294 -4.103 1.157  -0.66
O -1.072 -2.007 1.084  -0.80
H -2.691 -0.565 4.678  0.51
H 0.492 -1.637 4.457  0.23
H 0.809 0.164 4.173  0.25
H 1.373 -3.030 2.799  0.21
H 1.926 -2.253 1.307  0.23
N -2.535 -0.627 -0.347  -0.83
C -2.878 0.282 -1.467  -0.35
C -2.194 1.659 -1.319  0.79
O -2.234 2.441 -2.225  -0.62
O -1.623 1.826 -0.135  -0.85
H -2.793 -1.605 -0.569  0.40
H -3.214 -0.491 0.391  0.37
H -3.954 0.394 -1.505  0.20
H -2.557 -0.154 -2.421  0.22
O 1.413 1.018 -0.108  -0.62
N 1.706 0.704 -1.334  0.15
N 1.192 -0.419 -1.699  0.19
O 0.320 -0.950 -0.899  -0.62
C 1.588 -1.122 -2.881  0.10
C 2.540 -0.461 -3.656  -0.22
C 2.722 -0.942 -4.938  -0.20
C 2.024 -2.034 -5.408  -0.21
C 1.135 -2.730 -4.532  -0.19
C 0.889 -2.285 -3.253  -0.23
H 2.998 0.499 -3.365  0.25
H 3.487 -0.479 -5.569  0.22
H 2.016 -2.382 -6.431  0.22
H 0.678 -3.652 -4.950  0.22
H 0.187 -2.691 -2.505  0.27
I -0.839 6.454 3.496  0.17
C -0.162 4.610 2.702  -0.29
C 0.617 4.551 1.511  -0.03
N 0.792 3.236 1.306  -0.31
N 0.097 2.414 2.174  -0.34
C -0.498 3.281 3.035  -0.05
H 1.071 5.359 0.895  0.25
H 1.348 2.765 0.562  0.46
H -0.965 2.956 3.946  0.22